1.
Formula: C9H18NO9P2Y
Source: the Open Molecules 2025 dataset
Level of theory: ωB97M-V/def2-TZVPD

Geometry as XYZ:
```
40
C9H18NO9P2Y | the Open Molecules 2025 dataset | ωB97M-V/def2-TZVPD
Y 0.087 -3.165 0.543
P -1.496 -4.891 -0.698
O -0.334 -5.421 0.201
O -0.650 -3.831 -1.419
O -2.059 -3.796 0.247
O -2.302 -5.967 -1.416
P 1.162 -3.414 2.896
O 1.741 -3.651 4.304
O 0.876 -2.001 2.243
O -0.279 -3.993 2.565
O 1.752 -4.192 1.700
C 0.301 1.214 1.778
C -0.746 1.346 0.639
C -1.006 2.879 0.294
C 0.203 3.409 -0.479
C 0.377 2.637 -1.754
C 0.570 1.154 -1.540
N -0.417 0.596 -0.598
O -0.401 -0.760 -0.453
C 0.505 0.439 -2.937
C 2.031 0.960 -1.051
C -2.069 0.884 1.266
H 1.140 1.911 1.726
H 0.748 0.216 1.838
H -0.102 1.275 2.790
H -1.946 2.986 -0.252
H -1.145 3.530 1.159
H 1.037 3.398 0.223
H 0.140 4.414 -0.908
H 1.262 3.063 -2.231
H -0.521 2.866 -2.333
H 1.084 0.930 -3.725
H 0.807 -0.605 -2.891
H -0.477 0.610 -3.385
H 2.071 0.030 -0.483
H 2.861 1.026 -1.756
H 2.285 1.785 -0.380
H -1.932 -0.155 1.576
H -2.840 0.910 0.495
H -2.317 1.376 2.206
```

Its HOMO energy (alpha / beta) is 0.1288 / 0.1295 hartree. The total charge is -3. The value obtained for the energy is -49164.97944 eV. As for the multiplicity: 2.

Atom charges from the Mulliken analysis, given in e for atoms 1 to 8: 1.01 0.64 -0.61 -0.60 -0.59 -0.92 0.55 -0.94

2.
Formula: C9H18NaO8
Source: the Open Molecules 2025 dataset
Level of theory: ωB97M-V/def2-TZVPD

Geometry as XYZ:
```
36
C9H18NaO8 | the Open Molecules 2025 dataset | ωB97M-V/def2-TZVPD
Na 36.195 -31.154 29.662
C 34.910 -34.418 30.069
O 35.509 -33.612 29.116
H 33.952 -34.762 29.679
H 35.509 -35.276 30.376
H 34.604 -33.863 30.955
C 36.887 -30.375 26.516
O 37.427 -31.276 27.427
H 37.662 -29.642 26.292
H 36.426 -30.743 25.600
H 35.994 -29.903 26.927
C 34.777 -25.813 30.663
C 36.134 -26.249 30.150
C 37.333 -25.789 30.965
O 38.126 -26.967 31.027
C 37.418 -28.030 30.625
O 37.814 -29.205 30.683
O 36.185 -27.688 30.444
H 34.057 -26.095 29.895
H 34.733 -24.756 30.925
H 34.428 -26.418 31.499
H 36.330 -25.979 29.112
H 37.100 -25.588 32.010
H 37.892 -25.080 30.355
C 33.587 -28.743 33.260
O 32.905 -28.731 32.055
C 33.276 -29.492 31.013
O 34.393 -29.899 30.803
O 32.203 -29.715 30.257
C 32.075 -30.735 29.279
H 34.653 -28.554 33.380
H 33.313 -29.655 33.791
H 33.223 -27.853 33.775
H 31.288 -30.406 28.600
H 31.840 -31.725 29.667
H 33.073 -30.835 28.852
```

Its HOMO energy is -0.0797 hartree. The total charge is -1. The value obtained for the energy is -30418.97955 eV.

Atom charges from the Mulliken analysis, given in e for atoms 1 to 8: 0.79 -0.67 -0.77 0.20 0.24 0.11 -0.44 -0.85

3.
Formula: C9H18OPPb
Source: the Open Molecules 2025 dataset
Level of theory: ωB97M-V/def2-TZVPD

Geometry as XYZ:
```
30
C9H18OPPb | the Open Molecules 2025 dataset | ωB97M-V/def2-TZVPD
C 0.460 0.023 -3.749
C -0.779 -0.630 -3.623
C -0.581 -1.829 -2.890
C 0.802 -1.927 -2.574
C 1.455 -0.787 -3.086
Pb 0.409 1.166 -0.743
P -0.818 3.482 -0.659
H 0.675 0.911 -4.337
H -1.724 -0.252 -4.013
H -1.364 -2.514 -2.549
H 2.518 -0.597 -3.098
H 1.285 -2.728 -2.023
H -1.844 3.596 0.336
H -1.404 4.160 -1.793
H 0.151 4.461 -0.201
C 0.170 -2.325 1.672
C -0.775 -1.143 1.638
O -0.114 0.097 1.310
C 0.762 0.640 2.315
C 0.002 1.166 3.523
H 0.799 -2.393 0.761
H -0.414 -3.256 1.780
H 0.833 -2.290 2.542
H -1.581 -1.266 0.901
H -1.234 -1.001 2.614
H 1.479 -0.150 2.598
H 1.345 1.468 1.853
H -0.476 0.355 4.058
H 0.713 1.645 4.189
H -0.751 1.918 3.246
```

Its HOMO energy (alpha / beta) is -0.3754 / -0.3749 hartree. The total charge is +1. The value obtained for the energy is -26198.40444 eV.

Atom charges from the Mulliken analysis, given in e for atoms 1 to 8: -0.56 -0.48 -0.49 -0.48 -0.70 0.86 -0.31 0.51

4.
Formula: C9H18Si
Source: the Open Molecules 2025 dataset
Level of theory: ωB97M-V/def2-TZVPD

Geometry as XYZ:
```
28
C9H18Si | the Open Molecules 2025 dataset | ωB97M-V/def2-TZVPD
C 0.813 -1.992 1.716
C -2.003 2.135 0.843
C 0.070 -0.979 1.329
C -0.642 2.018 0.112
C -3.814 -1.005 -0.559
C 2.066 -0.781 -1.604
C 3.246 0.487 0.284
C -2.705 -0.725 -1.235
C 2.135 0.515 -0.744
Si 0.405 0.593 0.362
H 0.280 -2.951 2.194
H 1.838 -1.901 1.605
H -2.896 2.170 0.031
H -1.883 3.145 1.411
H -0.891 -1.274 1.572
H -0.143 2.935 0.038
H -3.863 -1.798 0.129
H -2.051 1.247 1.424
H -4.682 -0.223 -0.437
H 1.174 -1.211 -1.985
H 2.717 -0.512 -2.486
H 2.552 -1.695 -1.178
H 4.122 0.287 -0.334
H 3.175 -0.300 1.157
H 3.500 1.498 0.768
H -2.557 0.261 -1.703
H -1.941 -1.357 -1.248
H 1.975 1.412 -1.464
```

Its HOMO energy is -0.2749 hartree. The value obtained for the energy is -17496.75172 eV. Its SMILES is C=C/[Si](=C\C)C(C)C.C=C.

Atom charges from the Mulliken analysis, given in e for atoms 1 to 8: -0.57 -0.79 -0.23 -0.48 -0.48 -1.35 -1.17 -0.55

5.
Formula: C9H19Cl2NO3P
Source: the Open Molecules 2025 dataset
Level of theory: ωB97M-V/def2-TZVPD

Geometry as XYZ:
```
35
C9H19Cl2NO3P | the Open Molecules 2025 dataset | ωB97M-V/def2-TZVPD
C 3.684 1.326 -3.155
C 2.191 1.022 -3.162
Cl 1.481 0.653 -1.591
C 1.460 1.028 -4.276
Cl 2.263 1.339 -5.862
N 0.129 0.787 -4.272
P -0.714 2.162 -4.018
O -0.725 3.104 -5.149
O -0.191 3.007 -2.703
O -2.221 1.724 -3.575
H 3.908 1.990 -3.993
H 3.871 1.915 -2.244
H 4.309 0.427 -3.174
H 0.672 3.395 -2.899
H -2.154 1.578 -2.616
C 0.041 -2.343 4.624
C -1.076 -1.388 4.214
C -1.857 -1.860 2.988
C -1.035 -1.980 1.703
C -0.331 -0.697 1.260
C -1.296 0.437 0.931
H 0.796 -2.439 3.842
H 0.543 -1.978 5.522
H -0.357 -3.337 4.842
H -0.662 -0.391 4.042
H -1.774 -1.289 5.051
H -2.696 -1.178 2.822
H -2.303 -2.836 3.206
H -1.697 -2.316 0.899
H -0.286 -2.769 1.822
H 0.261 -0.918 0.369
H 0.378 -0.366 2.024
H -1.985 0.142 0.137
H -0.743 1.313 0.588
H -1.881 0.737 1.803
```

Its HOMO energy is -0.1575 hartree. The total charge is -1. The value obtained for the energy is -51611.83097 eV.

Atom charges from the Mulliken analysis, given in e for atoms 1 to 8: -1.16 0.07 -0.17 0.30 -0.27 -0.47 0.91 -0.73

6.
Formula: C9H19F6INNiO2PSe2
Source: the Open Molecules 2025 dataset
Level of theory: ωB97M-V/def2-TZVPD

Geometry as XYZ:
```
42
C9H19F6INNiO2PSe2 | the Open Molecules 2025 dataset | ωB97M-V/def2-TZVPD
Ni -1.104 1.100 0.821
C 3.909 1.455 -0.931
Se 3.124 0.586 0.593
C 2.437 2.097 1.607
C 1.733 3.231 0.880
Se 0.399 2.623 -0.395
C -0.617 4.267 -0.575
H 4.805 1.973 -0.590
H 3.197 2.146 -1.374
H 4.160 0.666 -1.634
H 3.325 2.479 2.120
H 1.782 1.628 2.341
H 2.432 3.862 0.338
H 1.218 3.833 1.627
H -0.885 4.633 0.412
H -1.514 4.004 -1.128
H -0.032 4.994 -1.127
F -1.866 0.743 -1.235
P -3.465 0.659 -0.712
F -3.676 -0.618 -1.617
F -4.870 0.570 -0.041
F -2.820 -0.338 0.498
F -3.025 1.909 0.306
F -3.896 1.672 -1.821
I -0.942 1.445 3.295
O 1.743 -1.051 -0.930
C 0.686 -1.119 -0.304
O 0.337 -0.332 0.645
C -0.303 -2.232 -0.674
N -1.119 -2.591 0.554
C -0.631 -3.934 1.027
C -0.316 -4.647 -0.273
C 0.335 -3.555 -1.134
H -0.982 -1.807 -1.412
H -2.111 -2.610 0.332
H -0.994 -1.860 1.253
H -1.391 -4.393 1.652
H 0.262 -3.748 1.623
H -1.237 -5.014 -0.730
H 0.337 -5.503 -0.114
H 0.167 -3.717 -2.195
H 1.411 -3.508 -0.977
```

Its HOMO energy (alpha / beta) is -0.4187 / -0.4167 hartree. The total charge is +1. The value obtained for the energy is -220657.20404 eV. As for the multiplicity: 4.

Atom charges from the Mulliken analysis, given in e for atoms 1 to 8: 0.81 -0.87 0.47 -0.61 -0.85 0.32 -1.09 0.40

7.
Formula: C9H19N
Source: the Open Molecules 2025 dataset
Level of theory: ωB97M-V/def2-TZVPD

Geometry as XYZ:
```
29
C9H19N | the Open Molecules 2025 dataset | ωB97M-V/def2-TZVPD
C 1.795 -0.617 -0.129
C -0.881 0.210 -1.512
C 0.399 0.688 1.384
C 2.838 -0.527 -1.184
C -0.463 1.546 -2.114
C -2.394 0.033 -1.503
C -0.098 -1.696 2.167
N 1.501 0.428 0.631
C -0.339 -0.212 2.228
C -1.313 0.269 3.021
H 1.987 1.274 0.343
H 1.317 -1.559 0.052
H -0.435 -0.600 -2.093
H -0.558 0.219 -0.397
H 0.322 1.731 1.660
H 2.422 -0.791 -2.160
H 3.667 -1.214 -0.993
H 3.246 0.482 -1.255
H -2.863 0.802 -0.889
H -0.858 1.663 -3.123
H 0.622 1.626 -2.157
H -0.838 2.368 -1.504
H -2.669 -0.944 -1.109
H -2.807 0.108 -2.511
H -0.651 -2.195 2.961
H 0.961 -1.922 2.297
H -0.436 -2.111 1.216
H -1.952 -0.382 3.589
H -1.523 1.324 3.084
```

Its HOMO energy (alpha / beta) is -0.2285 / -0.2300 hartree. The value obtained for the energy is -11128.53121 eV.

Atom charges from the Mulliken analysis, given in e for atoms 1 to 8: 0.00 0.95 -0.95 -1.33 -1.33 -1.47 -1.41 0.04

8.
Formula: C9H19N2
Source: the Open Molecules 2025 dataset
Level of theory: ωB97M-V/def2-TZVPD

Geometry as XYZ:
```
30
C9H19N2 | the Open Molecules 2025 dataset | ωB97M-V/def2-TZVPD
C 0.708 -1.052 0.029
C 1.225 -2.274 0.219
C 1.340 0.289 -0.121
C -1.095 0.540 0.141
C 2.458 0.570 0.817
C 2.027 0.410 -1.491
C -1.530 0.369 1.600
C -2.184 1.118 -0.744
C -1.682 -1.918 -0.635
N -0.791 -0.774 -0.408
N 0.187 1.302 -0.230
H 0.848 -3.271 0.169
H 2.184 -2.488 0.540
H 3.066 1.420 0.478
H 3.024 -0.437 1.038
H 1.988 0.788 1.744
H 2.654 1.383 -1.655
H 1.406 0.230 -2.282
H 2.815 -0.439 -1.735
H -0.674 0.106 2.149
H -2.412 -0.333 1.636
H -1.910 1.373 1.938
H -2.315 0.656 -1.627
H -2.180 2.153 -0.873
H -3.095 1.037 -0.289
H -2.661 -1.495 -0.939
H -1.085 -2.661 -1.184
H -1.780 -2.348 0.418
H 0.456 2.074 0.371
H -0.075 1.546 -1.255
```

Its HOMO energy (alpha / beta) is -0.3128 / -0.4820 hartree. The total charge is +1. The value obtained for the energy is -12608.03534 eV. As for the multiplicity: 3.

Atom charges from the Mulliken analysis, given in e for atoms 1 to 8: 0.48 -1.91 1.19 0.92 -1.36 -1.76 -1.50 -2.34